1.
The following is a DFT calculation (ωB97M-V/def2-TZVPD) of C25H27CoIN5O5S as an isolated structure.

Calculated values
Expectation value of S²: 0.976
Orbital gap (alpha / beta) in eV: 7.952 / 7.945
Electronic energy in eV: -100611.7075
Energy above the lowest of the compared OMol25 structures with the same formula, charge and spin in kcal per mole: 3.7
Lowest unoccupied orbital energy (alpha / beta) in eV: -2.355 / -2.361
F_max in Eh/bohr: 0.01069

```
! wB97M-V def2-TZVPD RIJCOSX def2/J DEFGRID3
* xyz 1 2
H -1.07487 -3.16798 -0.64170
H -2.97712 -1.03720 -4.14262
C 5.24244 -1.16636 -3.60257
C -1.91397 -1.55400 2.42121
H 2.69876 0.88658 -2.74003
C 1.75084 -1.09249 -1.14189
N 2.64926 -1.29690 2.57813
N -2.45778 1.86640 -2.93819
H -4.19723 2.14336 3.52304
C -2.38342 4.40463 -2.83172
H 4.73072 0.84181 -4.16017
H -3.85557 -1.37131 3.93715
H -2.06877 6.44671 -2.32053
C -1.43165 2.82912 -1.22781
C -1.19629 5.15182 -0.84363
H 3.62218 -3.15011 2.37215
H 3.47562 -3.10546 -1.46861
H 0.79452 -3.12646 1.80818
H -4.66857 1.75367 1.85735
O -1.51471 0.69936 1.65149
C 4.45654 -0.02249 -3.57113
I 6.95122 -1.21014 -4.79079
H 2.28468 -3.14602 3.53566
C -2.13193 3.10623 -2.40413
H -2.96394 1.69478 -3.78918
C -2.50604 -1.31499 -3.21461
H -3.02137 2.31630 2.20186
C -3.84975 1.72727 2.57881
O 1.10672 -0.04634 1.53894
H 0.24568 -2.41468 3.33970
S -2.22989 -2.95150 -2.80623
C -1.50088 -2.46664 -1.34112
N -3.41256 0.35106 2.79426
O 1.05398 -0.00759 -1.19543
H -0.83609 5.98241 -0.25206
N -1.34823 1.45523 -1.06947
H 5.51775 -3.17065 -2.88238
C -1.90132 5.41891 -2.02909
H -5.13307 -0.87442 2.80831
C 1.42277 -1.10516 2.09776
C 3.76366 -2.24690 -2.06037
C -1.96231 0.92865 -2.09936
H -2.75913 -2.17611 2.11878
C 3.31987 0.00228 -2.77815
C -2.27578 -0.07768 2.24814
H 3.79904 -2.35782 3.94840
N -1.46466 -1.18315 -1.16080
H -4.82497 0.04744 4.28687
H 4.30274 -0.17247 3.17649
C 3.10595 -2.56141 3.13376
C 0.40084 -2.22293 2.27291
O -0.81473 -1.91485 1.63397
H 3.25682 0.60760 1.96923
C 3.70120 -0.32986 2.28245
C -0.95154 3.86095 -0.42459
H -0.40460 3.64760 0.48433
C 4.90160 -2.28267 -2.84970
H -2.92499 4.61473 -3.74396
O 1.50143 -2.05874 -0.41242
C -4.35404 -0.51913 3.48591
H -1.72844 -1.73848 3.48514
C -2.02947 -0.51953 -2.22305
H 4.33958 -0.70942 1.48175
Co -0.29438 0.19269 0.12459
C 2.96762 -1.10756 -2.01919
*
```

***

2.
The following is a DFT calculation (ωB97M-V/def2-TZVPD) of one molecule with the formula C25H27F3N2O2 in a non-equilibrium geometry.

Calculated values
SMILES: CN(C[C@@H]1CCCN(CCc2cccc(C(F)(F)F)c2)C1)C(=O)c1cc2ccccc2o1
Orbital gap in eV: 8.894
Electronic energy in eV: -41591.9983
Energy above the lowest of the compared OMol25 structures with the same formula, charge and spin in kcal per mole: 2.4
Lowest unoccupied orbital energy in eV: 0.507
F_max in Eh/bohr: 0.02645

```
! wB97M-V def2-TZVPD RIJCOSX def2/J DEFGRID3
* xyz 0 1
C -0.15657 0.50959 -1.86256
C -6.91750 -2.09875 1.51707
C 0.09361 2.06720 0.12331
H 3.73587 0.50294 2.90220
O -3.76337 -0.95949 0.07273
H -0.29756 -1.85809 -1.11761
H 1.98811 -3.14724 1.53540
C 4.32168 -0.10791 0.94049
H -0.16788 2.91110 -0.51847
H 1.87271 2.37769 -1.93695
H 2.27915 -1.43628 3.29734
C 2.80920 -1.34225 2.36169
H 4.72236 2.96445 -0.47444
H 4.71309 -1.00918 -0.96666
F 2.86719 -4.40839 -0.45465
C -5.02403 0.46188 -1.14232
H -2.05046 -2.07070 -1.08352
C 2.64353 -2.30372 1.38196
H -7.34305 -2.79111 2.22767
H -0.82973 1.69457 0.57021
H 2.23152 3.85111 -0.02428
H -1.22233 -1.36518 0.31422
C 5.11077 1.13416 0.64605
C 2.07428 1.51333 -1.27765
C 3.12012 -3.17103 -0.90708
N -1.36934 -0.11221 -1.37552
H -8.83170 -1.31492 0.97191
C -2.52538 0.58561 -1.46626
C 4.35246 1.92990 -0.44035
C -3.75830 0.02522 -0.87460
H 6.11252 0.89031 0.28938
C -1.23346 -1.41859 -0.77742
C 3.34162 -2.17144 0.18866
H 2.55826 0.73474 -1.87203
H -7.93530 0.29835 -0.67481
C 4.17969 -1.08950 -0.03154
H -5.28048 1.23076 -1.84109
O -2.59156 1.66757 -2.03473
F 2.05239 -2.83533 -1.67172
F 4.15537 -3.27593 -1.75203
H -0.45832 1.36529 -2.47094
H 0.99243 0.12673 -0.07560
H -4.88764 -2.71776 1.89012
C 0.75286 0.97850 -0.72154
C -5.05499 -1.16192 0.41381
C -7.76770 -1.25412 0.79809
C 2.38775 2.95225 0.60140
C -5.89843 -0.30160 -0.32014
C -7.27787 -0.35337 -0.12056
H 5.20210 1.73344 1.55175
C 3.63361 -0.25305 2.13786
N 2.93250 1.85738 -0.16887
C -5.54941 -2.06852 1.33931
H 0.62790 3.34674 1.78261
H 3.09438 3.20812 1.39372
H 0.37994 -0.20789 -2.49176
H 1.24474 1.68924 1.89775
H 4.55077 1.47704 -1.41378
C 1.05786 2.52023 1.21476
*
```

***

3.
The following is a DFT calculation (ωB97M-V/def2-TZVPD) of C25H27IN6O3PdS3 as an isolated structure.

Calculated values
Orbital gap in eV: 7.924
Electronic energy in eV: -85533.5337
Energy above the lowest of the compared OMol25 structures with the same formula, charge and spin in kcal per mole: 0.0
Lowest unoccupied orbital energy in eV: 0.038
F_max in Eh/bohr: 0.01445

```
! wB97M-V def2-TZVPD RIJCOSX def2/J DEFGRID3
* xyz 0 1
H -1.63857 2.74895 -3.60893
H 3.42176 2.93977 -3.45838
C -0.41502 3.29993 1.76041
H -0.57654 0.43651 2.82952
C -3.89124 -1.53954 0.25901
H 5.04994 3.82427 -1.86610
C -5.44126 -3.53417 1.40902
H -6.97581 -2.91724 0.04171
N -0.67133 1.43803 2.73705
H -3.73219 -3.94155 2.64088
H -5.02980 2.57378 -3.53843
C -1.23833 2.32854 3.56637
C -2.55519 2.41933 -4.09644
H 2.84527 4.58460 -3.10246
C -4.73675 1.59220 -3.16670
C 4.78572 -1.86811 3.44311
C 1.87645 -0.67066 1.30714
H -6.04719 -4.31014 1.85932
N -0.16770 2.00499 1.63896
H 5.84306 -1.66543 3.55203
C -2.21935 1.76366 -5.42980
O -2.06991 -0.07456 0.38258
N 2.52318 0.08415 0.43788
H -3.10768 1.34959 -5.90644
C 2.77808 -3.02981 4.09131
C 3.05252 3.60337 -2.67700
C -5.35708 0.48359 -4.00561
H 3.76060 4.46002 -0.82042
C -4.14247 -3.32367 1.85268
C 4.13957 -2.77951 4.25224
C 2.27871 1.77767 -0.99477
C -5.96339 -2.75175 0.38696
H -1.69441 2.04513 4.49913
H 1.02139 -2.50177 2.97505
O 0.61298 -0.79635 1.35888
C 2.08042 -2.33763 3.12233
C 4.08604 -1.18248 2.44889
H -2.35506 -2.14559 1.61597
C -2.63117 0.74644 -2.30138
H -0.10065 3.99027 0.99411
O 4.78220 -0.32584 1.68083
H 4.69964 -3.30092 5.01857
H -5.08129 1.50975 -2.13917
N -3.39814 -0.00971 -1.51116
H 2.27411 -3.75453 4.71642
H -5.08638 0.57566 -5.05739
C -5.18840 -1.75981 -0.19198
H -1.78619 2.50405 -6.10397
H -1.49631 0.96083 -5.28910
S -0.91103 0.58299 -2.43688
S 3.97389 2.07465 -0.66629
C -1.09071 3.55863 2.96512
I -1.73016 5.37701 3.67740
C -3.03777 -0.47596 -0.34164
H -3.18486 3.29525 -4.25444
N -3.26943 1.54699 -3.16462
C -3.36992 -2.32283 1.28448
N 1.68911 0.78629 -0.42839
H 4.15040 0.05104 1.02793
C 4.02743 3.67071 -1.52230
H -5.57707 -1.14743 -0.99461
Pd -0.25865 0.40839 -0.22923
C 2.70928 -1.40536 2.29469
H -5.02192 -0.48887 -3.64490
S 1.49166 2.93950 -2.04276
H -6.44466 0.52472 -3.93146
*
```